[1]
Computed, not measured: a 15-piece molecular cluster, C44H125N7O23 overall at a distorted geometry, with wB97M-V/def2-TZVPD.

Summary:
Molecular weight in g/mol: 1120.510
Relative energy (zero: lowest compared OMol25 entry of this formula, charge and spin) in kcal per mole: 51.7
Multiplicity: 1
HOMO-LUMO gap in Eh: 0.33905
LUMO energy in eV: -0.01

Geometry (Å):
O  -4.44509  -1.59973  0.09438
O  -2.82729  0.07379  -5.52924
O  -2.66550  5.48291  2.67930
O  5.19146  -0.21185  0.77067
O  0.09076  1.00975  3.22576
O  3.36427  4.23668  -2.22502
O  4.36370  -6.35948  -1.09699
O  1.01102  -2.01559  6.16241
O  -0.97498  0.99059  -3.48242
O  -4.33342  -6.48560  2.41839
O  2.91347  2.33631  3.55061
O  -2.09993  -4.17759  2.28823
O  2.46156  -4.86525  3.45396
O  -2.31307  -3.35932  -4.15107
O  1.55416  -5.38960  -2.58671
O  4.09314  -0.48815  -1.83827
O  2.68479  3.36986  -6.92995
O  2.26495  4.74837  0.01352
O  -0.13500  -0.93849  -5.20022
O  -0.51198  -3.71427  -2.05644
O  0.10711  0.98699  0.41755
O  5.37288  6.35184  -2.92934
O  2.04023  0.14066  -3.68233
N  -4.69185  3.21232  2.99411
N  -0.02793  -6.15734  5.90009
N  -6.48483  0.72981  0.43718
N  0.95852  3.32511  -3.66614
N  -1.80222  -2.15930  0.16684
N  -1.46797  -3.41450  4.98934
N  1.92135  6.67716  -2.20889
C  0.45596  2.31258  3.62000
C  -5.04455  -2.77318  0.64719
C  -2.36086  6.75355  2.14495
C  3.83220  0.08019  0.43775
C  2.58305  3.45373  -5.51690
C  -7.23880  0.27886  -1.76231
C  1.11900  6.68089  -1.02088
C  0.44851  2.03345  -0.47834
C  -2.71288  4.36712  1.84550
C  -0.97178  -1.12361  0.80540
C  0.94621  -1.72018  -4.84220
C  3.16012  4.29777  0.98780
C  -3.15842  0.34723  -4.18901
C  0.38838  -1.90089  1.19481
C  4.79874  4.11214  -2.09527
C  1.36357  -5.64099  3.96031
C  1.97069  -1.64594  5.17655
C  -1.99854  -5.59336  2.35777
C  0.36607  4.54744  -5.41528
C  -3.26281  3.17456  2.62149
C  3.95975  -5.24467  -1.89692
C  1.13589  3.31858  -5.09794
C  -2.78139  -3.88921  -2.91774
C  -2.24676  1.44009  -3.67010
C  1.80318  2.42252  4.45118
C  -1.10674  -2.04151  4.86341
C  -0.26311  -1.44098  6.09839
C  2.66686  -5.09524  2.07110
C  -0.14197  5.90596  -1.23491
C  1.13974  -5.40857  5.47242
C  3.29764  -0.82701  -0.69361
C  -2.39070  -1.28644  4.63701
C  -0.70123  0.04291  -0.22653
C  5.64061  4.96002  -3.01902
C  -3.21926  -6.34211  1.59614
C  3.90723  3.64932  -7.50022
C  -6.58370  -0.35748  -0.52178
C  1.96322  6.13010  0.12782
C  2.46812  -4.69077  -1.73146
C  -3.05151  1.91192  1.96130
C  2.22888  -0.83449  -4.71378
C  2.18270  -5.98438  6.43206
C  -5.20212  -0.92563  -0.88822
C  -1.57504  -4.57560  -2.22181
H  1.09199  -2.45854  -5.63067
H  6.65617  4.82878  -2.64551
H  -0.71938  4.48465  -5.33811
H  -2.39110  7.53097  2.90836
H  -2.92948  -1.26757  5.58436
H  3.51487  3.29055  0.76925
H  -5.20542  3.39363  2.14354
H  4.12739  -7.11483  -1.64032
H  2.61974  4.21366  1.93067
H  -0.86433  5.95379  -0.42004
H  2.94291  -6.11619  1.80733
H  3.73504  1.08696  0.03147
H  -0.09170  -0.37668  5.93721
H  5.47740  6.75980  -3.79203
H  0.12526  4.86654  -1.42541
H  4.63627  -4.44356  -1.59920
H  1.85170  -4.68332  1.47618
H  3.52064  -4.53372  1.69182
H  -2.21121  2.30590  -4.33132
H  -2.02593  1.78096  1.61614
H  -1.50048  -2.87628  -3.98383
H  2.35049  5.76372  -2.24835
H  -0.77490  -3.16993  -1.31068
H  -6.08964  -2.63649  0.92506
H  5.50989  4.67806  -4.06377
H  -4.49614  -3.00549  1.56008
H  0.51915  4.86067  -6.44802
H  1.57061  -2.07033  4.25572
H  4.95220  -0.27197  -1.46831
H  0.82498  7.71405  -0.83583
H  -0.25615  -0.40865  -1.11315
H  -4.53354  -0.13434  -1.22729
H  0.79478  1.62068  -1.42587
H  3.73282  2.26702  4.04605
H  4.13211  -5.51047  -2.93987
H  1.04806  -1.13648  1.60541
H  -1.96113  -6.03932  3.35166
H  -1.97573  -0.36825  -5.56152
H  -0.34603  2.71747  -0.77653
H  -5.33110  -1.65401  -1.68880
H  -1.87013  -4.90963  -1.22710
H  4.07027  4.72041  -7.38068
H  2.21872  -7.03624  6.14849
H  1.29641  2.62851  -0.13914
H  1.12955  4.25432  -3.30917
H  1.96926  1.59186  5.13713
H  -3.44592  -5.67928  0.76104
H  2.37169  -0.33439  -5.67170
H  -2.68885  -1.70409  0.00320
H  -0.37859  1.74085  -3.42762
H  -1.94104  -3.49355  5.87819
H  -5.78558  0.45757  1.11323
H  5.09425  3.06775  -2.19536
H  0.20523  -7.07453  5.54724
H  3.06907  -1.47766  -4.45203
H  -0.79895  -1.50061  7.04571
H  -2.00271  -2.81933  0.90458
H  2.45245  -3.61072  -1.87752
H  3.12118  -5.48994  6.18130
H  4.00107  3.25824  -8.51331
H  5.23218  -0.33075  1.72241
H  -2.25212  -0.21943  4.46271
H  3.01740  4.34926  -5.07252
H  0.69996  -2.24813  -3.92093
H  3.07934  4.50185  -1.34747
H  -3.76221  1.79576  1.14306
H  -4.20963  0.56958  -4.00570
H  2.07861  -4.90483  -0.73619
H  3.24338  0.07225  1.35499
H  0.62322  2.47189  -5.55443
H  -1.68708  0.39398  -0.53137
H  -0.35337  2.70274  4.23714
H  0.77480  5.44261  -4.94654
H  3.13383  2.59616  -5.13048
H  1.41810  6.37019  1.04068
H  3.35343  -1.87365  -0.39439
H  -6.69804  1.05766  -2.30004
H  2.81928  -2.19393  5.58605
H  -0.56887  -1.80872  3.94439
H  1.37550  -6.69465  3.68149
H  -3.21494  4.51186  0.88889
H  5.03666  4.38429  -1.06696
H  -0.67279  -4.03565  5.03362
H  -1.95104  -3.83868  3.17399
H  -1.24331  -5.42996  -2.81183
H  -7.21711  -1.08747  -0.01778
H  3.99687  4.98737  1.09918
H  -0.63549  6.21542  -2.15619
H  -0.08582  -0.17521  -4.62006
H  2.16371  -0.57739  5.08144
H  -1.65800  4.16417  1.66076
H  0.92157  -4.35021  5.61512
H  1.90114  3.32262  5.05808
H  -2.90725  -7.28451  1.14597
H  -5.09999  -3.61461  -0.04349
H  0.51028  -5.20067  3.44444
H  -3.11369  7.02567  1.40516
H  -7.43359  -0.47618  -2.52393
H  -4.87628  4.11285  3.41260
H  -1.37929  6.74445  1.67109
H  -2.62995  1.85084  -2.73599
H  -0.08994  -6.15592  6.90818
H  -3.13494  1.01128  2.56956
H  -3.09799  -1.53187  3.84480
H  -7.36976  0.71103  0.92364
H  -1.04030  -5.79759  1.88010
H  -4.33193  -5.70017  2.97038
H  -2.97661  -0.59347  -3.66926
H  2.27802  -0.53376  -0.94355
H  0.15423  0.98383  2.26821
H  -3.13779  -3.14874  -2.20165
H  2.74585  0.07473  -3.03476
H  0.88060  -2.35820  0.33651
H  0.65141  2.91891  2.73555
H  -3.62059  -4.57272  -3.04684
H  2.87918  6.71149  0.23312
H  1.96686  -5.77598  7.47995
H  0.31797  -2.71547  1.91564
H  -1.43199  -0.77447  1.72974
H  0.81971  -4.77903  -2.68365
H  2.68646  7.33315  -2.14270
H  1.77932  2.86409  -3.30028
H  -2.68124  3.14652  3.54295
H  4.67509  3.09461  -6.96097
H  -8.19616  0.64364  -1.39014

---

[2]
Computed, not measured: a 5-piece molecular cluster, C5H20O5 overall at a distorted geometry, with wB97M-V/def2-TZVPD.

Summary:
Molecular weight in g/mol: 160.210
Relative energy (zero: lowest compared OMol25 entry of this formula, charge and spin) in kcal per mole: 47.6
Multiplicity: 1
HOMO-LUMO gap in Eh: 0.36452
LUMO energy in eV: 0.52

Geometry (Å):
O  -1.18976  -1.64826  -0.46147
O  -2.69375  2.78602  2.54683
O  -0.91433  0.78132  1.41364
O  -0.50360  -0.51954  -2.89298
O  2.48972  -1.44702  0.69016
C  0.40401  0.42372  -2.44683
C  3.68807  -0.98740  0.06578
C  0.42651  0.99277  1.69546
C  -0.82595  -3.07552  -0.55788
C  -3.11827  3.02367  1.21959
H  4.54503  -0.97413  0.73924
H  -0.05147  1.40712  -2.56332
H  1.28714  0.35923  -3.08247
H  -0.90336  -0.28550  -3.73382
H  1.05696  0.83024  0.82126
H  -0.24599  -3.48858  0.26743
H  -3.49930  4.03342  1.06688
H  3.97239  -1.66242  -0.74145
H  -0.82609  -1.28089  -1.27042
H  0.68438  0.18951  -1.41988
H  3.55266  0.05994  -0.20414
H  -1.03909  0.01738  0.84581
H  0.64561  1.99727  2.05750
H  -3.80754  2.21142  0.98881
H  -2.34768  2.93182  0.45417
H  0.82058  0.30575  2.44433
H  -2.31543  1.90391  2.52803
H  -1.71866  -3.70065  -0.57726
H  2.62679  -1.89128  1.53006
H  -0.19964  -3.29319  -1.42301

---

[3]
Computed, not measured: C18H17ClNO6RhS as an isolated structure, with wB97M-V/def2-TZVPD.

Summary:
Molecular weight in g/mol: 513.761
Relative energy (zero: lowest compared OMol25 entry of this formula, charge and spin) in kcal per mole: 3.1
Multiplicity: 1
HOMO-LUMO gap in Eh: 0.30252
LUMO energy in eV: -0.15

Geometry (Å):
Rh  -0.07460  0.58344  0.10182
Cl  -2.49366  2.10319  -2.92844
S  -0.46632  -2.56479  0.31231
O  0.14067  -0.14298  -1.82839
O  1.71098  -0.92717  -3.22206
O  5.75076  -0.91507  0.19209
O  0.38908  0.92251  2.08894
O  2.11624  0.80157  3.51595
O  -1.11225  -1.20665  0.59257
N  1.79140  -0.11771  0.16870
C  1.52003  3.03758  -1.04417
C  -2.65117  -3.58039  -0.78423
C  2.33868  -0.49623  -0.97356
C  0.08921  2.77762  -2.96808
C  3.82201  -0.21246  1.32650
C  2.47161  0.05696  1.29174
C  -0.87038  2.43562  -0.75071
C  1.36143  3.05125  -2.38939
C  -1.25590  -3.14105  -1.20457
C  4.42722  -0.65091  0.14563
C  1.34842  -0.53670  -2.13084
C  1.61199  0.62541  2.42846
C  -2.43713  -4.43414  0.46310
C  -1.82306  1.81079  0.09423
C  -1.45427  -3.67349  1.35967
C  3.68374  -0.78988  -1.03072
C  -0.97204  2.47363  -2.18775
C  0.42186  2.69896  -0.18832
H  2.47160  3.29201  -0.59486
H  -0.02982  2.78922  -4.04258
H  -3.15180  -4.12921  -1.58106
H  2.19207  3.29011  -3.04000
H  4.38356  -0.07079  2.23885
H  4.11991  -1.10256  -1.97137
H  -1.89971  2.13175  1.12681
H  -3.25104  -2.69890  -0.55181
H  -2.00713  -5.39661  0.17822
H  -0.78564  -4.31258  1.93286
H  -0.65728  -3.97375  -1.58269
H  0.48622  2.94552  0.86456
H  -1.21586  -2.30522  -1.90231
H  6.06088  -1.19596  -0.67630
H  -1.94930  -2.97782  2.03726
H  -3.36524  -4.63459  0.99717
H  -2.72704  1.42447  -0.35453